Entry from the Open Molecules 2025 dataset: a structure of composition C26H32BrO4Tc (wB97M-V/def2-TZVPD).

```
64
Properties=species:S:1:pos:R:3:lowdin_charge:R:1
O -0.504 1.244 -2.836 -0.133
C 0.607 1.832 -3.586 -0.151
C -0.244 3.068 -3.965 -0.037
H 0.981 1.258 -4.459 0.101
H 1.436 1.922 -2.885 0.109
C -1.313 2.456 -2.968 -0.496
H -0.536 3.179 -5.017 0.122
H 0.180 3.996 -3.643 0.097
C -2.661 1.991 -3.550 0.004
H -2.566 1.020 -4.076 0.073
H -3.068 2.709 -4.268 0.089
H -3.406 1.774 -2.764 0.082
C -1.385 3.227 -1.657 -0.019
H -0.451 3.114 -1.079 0.082
H -2.257 2.970 -1.052 0.068
H -1.500 4.263 -1.807 0.078
Tc -0.492 0.179 2.052 1.569
C 0.452 1.994 2.831 -0.190
C 1.819 1.539 3.027 -0.062
C 2.338 1.123 1.781 -0.061
H 2.376 1.634 3.970 0.117
C 1.377 1.311 0.743 -0.043
C 0.239 1.998 1.361 -0.305
H -0.418 2.711 0.867 0.095
H -0.148 2.555 3.569 0.126
H 3.354 0.758 1.616 0.130
H 1.526 1.132 -0.336 0.120
C -2.448 0.229 3.063 -0.103
C -2.258 1.379 2.206 -0.150
C -2.084 0.911 0.856 -0.191
H -2.322 2.421 2.521 0.143
C -2.149 -0.513 0.862 -0.130
C -2.399 -0.940 2.223 -0.114
H -2.566 -1.965 2.547 0.136
H -2.681 0.271 4.131 0.146
H -2.006 1.502 -0.037 0.080
H -2.024 -1.115 -0.030 0.137
O -0.279 -1.366 -3.913 -0.152
C -0.505 -0.652 -5.175 -0.203
C 0.185 -1.293 -6.393 -0.140
H -0.016 0.294 -5.026 0.042
H -1.576 -0.379 -5.264 0.115
C 1.146 -2.322 -5.739 -0.155
H 0.762 -0.537 -6.963 0.114
H -0.551 -1.749 -7.066 0.107
C 0.775 -2.332 -4.240 -0.188
H 2.186 -1.963 -5.822 0.108
H 1.074 -3.331 -6.193 0.113
H 1.627 -2.020 -3.618 0.107
H 0.531 -3.378 -3.924 0.118
Br 0.931 0.146 6.326 0.829
C 1.266 -1.715 6.237 -0.587
C 1.312 -2.578 7.343 -0.097
C 1.625 -3.934 7.187 -0.063
C 2.015 -4.411 5.931 -0.067
C 2.022 -3.564 4.832 -0.016
C 1.531 -2.266 4.969 -0.191
C 1.360 -1.412 3.743 -0.608
O 2.290 -1.243 2.947 0.051
O 0.130 -0.991 3.621 -0.214
H 1.107 -2.181 8.331 0.105
H 1.580 -4.633 8.031 0.116
H 2.313 -5.452 5.787 0.113
H 2.359 -3.872 3.845 0.126
```

Its multiplicity is 4. For the HOMO-LUMO gap (spin up / spin down), the calculation gives 7.10 / 5.59 eV. The calculation puts the energy above the lowest of the compared OMol25 structures with the same formula, charge and spin at 0.371 eV. Its net charge is +1. The total energy is -3965.26725 a.u. For the HOMO energy (spin up / spin down), the calculation gives -0.41003 / -0.41174 Ha.